Molecular formula: C36H72F2N5O8S2
Method: DFT, the ωB97M-V functional and the def2-TZVPD basis

Geometry as XYZ:
```
125
Properties=species:S:1:pos:R:3:forces:R:3:mulliken_charge:R:1
C 0.8638 -2.4303 -0.8144 -4.09 -9.35 -9.57 -0.378
C -0.3639 -3.3344 -0.9889 0.02 -0.76 2.04 1.451
C -0.9346 -3.3925 0.4680 -4.35 -4.15 -7.64 -1.297
C -2.3977 -3.8529 0.5997 1.77 -0.47 0.96 -1.564
C -3.3112 -2.9034 -0.0465 -0.23 0.57 -0.67 -1.045
C -3.0349 -2.7188 -1.5622 -0.73 -1.37 0.45 1.962
N -1.4767 -2.5943 -1.8619 3.11 -0.71 -7.10 1.276
O -0.9877 -2.2048 -3.1327 -4.12 -4.51 8.10 -0.369
C -3.7828 -1.5352 -2.0289 -0.23 0.53 -0.52 -2.134
C -3.5093 -3.9949 -2.3262 1.51 0.31 -0.80 -1.491
C -0.0957 -4.8406 -1.4585 -0.78 1.07 -0.58 -1.615
H 1.5755 -2.3947 -1.6392 -4.15 -1.93 0.32 0.008
H 1.5514 -2.7512 -0.0319 1.82 1.27 -7.78 -1.164
H 0.6789 -1.3720 -0.6302 -13.80 -10.56 -3.88 -0.226
H -0.8714 -2.3828 0.8738 -4.76 -10.80 -15.29 -0.357
H -0.2653 -3.9301 1.1396 -0.98 -1.48 -2.81 0.539
H -2.5561 -3.8074 1.6772 -0.50 -0.49 0.21 0.593
H -2.5990 -4.8591 0.2321 0.28 -0.20 0.32 0.460
H -3.3404 -1.9577 0.4948 0.18 0.24 -0.25 0.203
H -4.3238 -3.2886 0.0734 -0.18 0.06 -0.49 0.593
H -3.6560 -0.7421 -1.2920 -0.61 -0.39 -0.23 0.379
H -4.8510 -1.7208 -2.1413 0.10 -0.36 0.15 0.611
H -3.4191 -1.1787 -2.9926 -0.39 -0.50 0.09 0.403
H -4.5861 -4.0304 -2.4913 0.06 0.09 0.66 0.442
H -3.0836 -4.8942 -1.8809 -0.44 -0.05 -0.01 0.302
H -3.0873 -3.9136 -3.3279 -0.01 -0.18 -0.17 0.412
H 0.5393 -5.3873 -0.7614 0.62 0.73 0.12 0.359
H 0.3176 -4.8311 -2.4671 0.01 -0.29 0.09 0.427
H -0.9775 -5.4776 -1.3900 -0.37 0.38 -0.49 0.397
C 0.2666 -0.0712 2.9231 0.89 0.83 2.80 -1.634
C 0.2799 -1.5791 3.2989 -0.43 -2.00 -0.41 1.206
C 0.0776 -2.4269 1.9774 7.58 1.07 8.47 0.409
C 1.3717 -2.5561 1.1667 -0.26 -0.11 11.40 1.209
C 2.5551 -3.0493 1.9461 -0.56 0.64 0.85 -1.980
C 2.9011 -2.1607 3.1836 1.11 -2.62 1.12 1.442
N 1.6454 -1.9472 4.0080 0.79 4.61 6.21 0.746
O 1.8117 -1.5841 5.3143 -1.39 -2.83 -8.33 -0.272
C 3.5163 -0.7930 2.8185 -0.11 0.03 -0.15 -1.509
C 3.8988 -3.0321 4.0813 0.47 1.22 0.45 -1.325
C -0.8425 -2.0828 4.2065 0.06 2.31 1.78 -1.711
H 0.3289 0.6000 3.7797 0.62 -0.36 0.63 0.818
H -0.7048 0.2351 2.5349 1.25 -0.02 1.35 0.188
H 1.0725 0.1998 2.2412 -0.30 -0.33 0.51 0.137
H -0.7334 -2.0522 1.3528 6.87 6.40 14.53 -0.388
H -0.3232 -3.4158 2.1998 0.81 1.24 2.73 1.347
H 1.6888 -1.5799 0.8000 0.23 0.35 0.77 -0.059
H 1.0794 -3.2839 0.4098 -0.63 -3.31 5.56 -0.490
H 3.3998 -3.0150 1.2580 0.42 -0.26 0.28 0.525
H 2.3196 -4.0812 2.2068 0.50 -0.04 0.43 0.699
H 4.5471 -1.0504 2.5749 0.05 0.34 0.19 0.503
H 3.4426 -0.0599 3.6218 0.32 -0.28 0.20 0.330
H 3.0987 -0.2976 1.9420 -0.27 -0.30 -0.12 0.197
H 3.9296 -4.0895 3.8184 -0.46 0.17 0.25 0.381
H 3.8394 -2.8128 5.1474 -1.29 -0.63 0.18 0.411
H 4.9384 -2.7072 4.1224 0.24 0.35 -1.48 0.380
H -1.8149 -1.7629 3.8319 -0.01 -0.69 -0.55 0.269
H -0.8292 -1.4518 5.0951 0.18 0.03 0.42 0.624
H -0.8009 -3.0867 4.6289 0.09 -0.18 -0.82 0.381
C -2.6537 6.3661 2.1010 1.42 0.17 -0.39 -1.512
C -1.9146 4.9580 2.1263 -2.83 -0.40 0.07 1.034
C -3.0928 3.9361 1.7555 1.32 -0.29 -1.58 -1.086
C -3.2976 3.7681 0.1874 -0.23 -0.17 0.78 -1.159
C -2.0931 4.1020 -0.7197 0.11 0.55 0.85 -1.364
C -0.6549 4.0145 -0.0660 -0.91 1.36 -1.45 1.322
N -0.7764 4.9977 1.1121 6.03 4.22 1.15 0.877
O 0.2513 5.9097 1.3536 -6.79 -5.96 -1.66 -0.340
C 0.4075 4.4449 -1.1614 -4.16 4.21 2.73 -1.910
C -0.2462 2.6394 0.4710 -0.97 4.66 1.96 -1.023
C -1.3468 4.4800 3.4754 0.93 0.67 0.42 -1.549
H -3.4544 6.4663 2.8338 0.25 -0.50 0.12 0.438
H -3.0880 6.5240 1.1138 -0.13 -0.26 -0.05 0.342
H -1.9591 7.1970 2.2241 0.12 -0.09 0.29 0.393
H -4.0518 4.1951 2.2043 0.28 0.88 -0.01 0.792
H -2.8997 3.0043 2.2871 0.41 -0.32 -0.59 0.108
H -4.1045 4.4287 -0.1299 0.02 0.12 0.12 0.782
H -3.6903 2.7704 -0.0089 0.21 0.05 0.07 0.129
H -2.2139 5.1431 -1.0190 0.16 0.12 -0.09 0.882
H -2.1091 3.5419 -1.6546 0.08 -0.07 0.29 0.413
H 1.3983 4.6337 -0.7480 -1.46 1.63 1.24 0.694
H 0.2212 5.4610 -1.5091 -0.80 0.04 -0.48 0.849
H 0.4531 3.7208 -1.9749 -1.00 1.96 1.49 -0.783
H 0.8243 2.7861 0.6150 0.00 -0.77 0.23 0.812
H -0.5570 1.7594 -0.0921 0.16 5.97 -0.02 -1.636
H -0.7526 2.4171 1.4102 0.40 0.80 0.21 1.252
H -0.6839 3.6161 3.4263 0.34 0.14 -0.69 0.325
H -2.0707 4.0835 4.1872 -0.67 0.71 -0.32 0.367
H -0.7983 5.3117 3.9175 0.05 -0.17 0.27 0.426
C 0.6692 2.2207 -3.3055 2.68 0.42 -3.49 -0.705
C 1.8015 1.8327 -2.3279 1.15 0.24 1.05 0.380
C 1.3677 0.9976 -1.1682 1.54 0.81 -0.03 1.027
C 1.2155 -0.4816 -1.3072 5.03 8.09 -4.80 0.179
C 2.5404 -0.9786 -1.8889 1.47 1.06 -0.70 -1.317
C 2.9591 -0.3628 -3.2301 0.05 -1.22 0.29 1.357
N 2.9706 1.0893 -3.0123 0.79 6.32 -7.36 0.830
O 3.6236 1.9071 -3.8777 -2.97 -5.51 5.44 -0.311
C 1.8812 -0.7450 -4.2548 -1.10 0.67 -1.64 -1.072
C 4.3355 -0.8520 -3.6378 0.20 0.45 -0.62 -1.700
C 2.3570 3.1986 -1.7794 2.61 -2.93 -1.68 -1.581
H 0.1236 3.0203 -2.8045 -0.17 -1.24 -2.18 0.955
H 0.0995 1.4801 -3.8668 -0.07 0.19 0.97 0.162
H 1.1797 2.6420 -4.1715 0.42 0.76 0.03 0.549
H 0.4053 1.3629 -0.8100 4.25 0.21 -1.65 -2.219
H 2.1354 1.1734 -0.4146 -0.01 -0.07 0.40 0.678
H 0.3444 -0.7502 -1.9048 1.91 0.05 0.34 0.550
H 1.1323 -1.0721 -0.3948 12.42 11.34 6.43 -0.559
H 2.4445 -2.0565 -2.0194 2.94 1.32 -1.50 0.475
H 3.4180 -0.7773 -1.2745 -0.26 -0.13 0.84 0.429
H 0.8585 -0.4645 -4.0025 0.94 0.28 0.01 -0.287
H 1.7378 -1.7969 -4.5020 0.90 -0.48 0.89 0.430
H 2.0593 -0.3638 -5.2603 0.34 0.57 0.10 0.386
H 5.0539 -0.6798 -2.8364 0.02 -0.44 0.05 0.386
H 4.7231 -0.3085 -4.4994 -0.20 0.15 -0.03 0.511
H 4.2587 -1.8828 -3.9837 0.15 -0.08 0.50 0.388
H 2.5406 3.7830 -2.6809 -0.13 0.60 0.25 0.520
H 3.3107 3.1419 -1.2547 0.14 -0.56 0.01 0.462
H 1.5914 3.6610 -1.1563 3.71 -3.44 -1.01 -0.308
N -1.4019 -0.6270 -0.7837 -1.44 -1.45 -6.10 0.780
S -1.5604 0.4900 -1.9523 -3.80 4.69 -6.26 1.033
O -0.7918 1.7550 -1.8076 -5.84 -4.68 -0.03 0.380
O -2.9267 0.6947 -2.5374 5.23 0.18 2.12 -0.687
F -0.6828 -0.2164 -3.1478 -2.47 2.08 1.05 -0.611
S -1.2521 0.1906 0.3923 -0.96 5.06 10.82 0.913
O -2.3671 1.1283 0.8194 3.25 -3.72 -1.88 -0.519
O 0.1375 0.6528 0.6178 -3.78 -6.94 2.15 0.178
F -1.3147 -0.9666 1.5259 -6.79 5.71 -2.22 -0.943
```
Positions in Å, forces in eV/Å.

- Lowest unoccupied orbital energy: -10.657 eV
- Total charge: +3
- Gap between HOMO and LUMO: 4.31 eV
- M: 805.13 g mol⁻¹
- DFT total energy: -3283.48065 Eh
- ΔE to the lowest compared entry with this formula, charge and spin: 1174.3 kcal/mol
- HOMO energy: -14.97 eV